No. 1
14
Properties=species:S:1:pos:R:3:lowdin_charge:R:1 method="wB97M-V/def2-TZVPD" smiles="O[C@H]1C(=S)[C@H](S)[C@@H]1S" gap_ev=8.26 e_homo_ev=-9.002 spin_multiplicity=1
C -1.001 -0.291 -0.377 -0.6361
C -0.645 0.896 0.550 -0.4146
C 0.475 -0.045 1.066 -0.7652
C 0.394 -0.846 -0.221 -0.7296
H -2.776 0.338 -1.635 -0.1278
H -1.741 -0.971 0.105 0.1334
H -0.254 1.732 -0.062 0.1556
H -1.137 1.551 2.339 0.1034
H 0.443 -1.973 -0.154 0.1282
H 2.506 -0.960 -0.744 -0.1064
O -1.553 1.346 1.479 -0.0105
S -1.543 0.080 -2.093 0.7319
S 1.234 -0.277 2.459 0.7728
S 1.562 -0.352 -1.478 0.7648

---

No. 2
12
Properties=species:S:1:pos:R:3:lowdin_charge:R:1 method="wB97M-V/def2-TZVPD" smiles="CC1=[PH]=PC=C1" gap_ev=8.05 e_homo_ev=-8.181 spin_multiplicity=1
C 0.047 -1.065 -0.015 -0.2149
C -1.368 -1.391 0.084 -0.5429
C 0.298 0.301 -0.014 -0.4435
C 1.560 0.909 -0.329 -0.1645
P -2.655 -0.255 0.057 0.5313
P -1.467 1.509 0.075 0.5687
H 0.860 -1.778 -0.130 0.1009
H -1.720 -2.421 -0.150 0.0302
H 2.467 0.328 -0.099 0.0874
H 1.551 1.651 0.389 0.0411
H 1.788 1.183 -1.359 0.0893
H -1.361 1.027 1.491 -0.0828

---

No. 3
12
Properties=species:S:1:pos:R:3:lowdin_charge:R:1 method="wB97M-V/def2-TZVPD" gap_ev="7.51 / 7.89" e_homo_ev="-7.866 / -8.498" spin_multiplicity=1
C -1.523 0.209 0.492 -0.1718
C -0.982 -1.228 0.347 -0.0780
C -0.163 0.571 -0.133 -0.5532
C 0.211 -0.812 -0.082 -0.5979
P 2.097 -0.786 -0.185 0.6528
P 1.454 1.262 0.309 0.6251
H -2.522 0.599 0.004 0.1270
H -1.601 0.635 1.478 0.0815
H -1.378 -2.274 0.517 0.1105
H 0.156 1.771 -2.681 0.0869
H 2.368 -1.531 0.963 -0.1394
H 1.882 1.583 -1.030 -0.1436

---

No. 4
12
Properties=species:S:1:pos:R:3:lowdin_charge:R:1 method="wB97M-V/def2-TZVPD" smiles="CP=P1=C=C1C" gap_ev=7.19 e_homo_ev=-7.991 spin_multiplicity=1
C 1.442 -0.599 -0.605 -0.6154
C 1.701 0.390 0.182 -0.2898
C 1.656 -1.803 -1.554 -0.1001
C -2.032 1.734 1.496 -0.5042
P -0.159 -0.325 0.306 0.6137
P -0.486 1.709 0.442 0.5782
H 1.077 -2.629 -1.156 0.0503
H 2.745 -2.126 -1.627 0.1011
H 1.065 -1.469 -2.426 0.0763
H -2.178 2.711 2.033 0.0151
H -1.891 0.809 2.187 0.0161
H -2.939 1.595 0.724 0.0588

---

No. 5
12
Properties=species:S:1:pos:R:3:lowdin_charge:R:1 method="wB97M-V/def2-TZVPD" gap_ev="6.90 / 6.78" e_homo_ev="-8.063 / -7.878" spin_multiplicity=1
C -1.758 1.359 -0.271 -0.2055
C -0.562 1.482 -0.053 -0.4570
C -3.137 1.104 -0.614 -0.1278
C 3.438 -0.686 -0.880 -0.5289
P 1.171 1.545 0.607 0.5159
P 3.534 0.741 0.305 0.5690
H -3.153 0.407 -1.523 0.1089
H -3.662 1.944 -1.032 0.0639
H -3.823 0.800 0.169 0.0745
H 2.566 -1.162 -1.091 -0.0295
H 3.745 -0.445 -1.871 0.0056
H 3.994 -1.548 -0.547 0.0109

---

No. 6
12
Properties=species:S:1:pos:R:3:lowdin_charge:R:1 method="wB97M-V/def2-TZVPD" gap_ev="8.24 / 8.24" e_homo_ev="-8.354 / -8.355" spin_multiplicity=1
C 0.186 -1.105 0.649 -0.3956
C 1.159 1.429 -0.828 -0.4182
C -0.468 -0.110 0.039 -0.2118
C -1.913 0.213 -0.286 -0.1183
P 2.587 0.730 -0.405 0.4912
P 2.062 -1.256 0.250 0.5504
H -0.370 -2.009 0.955 0.0723
H 1.139 2.501 -1.109 -0.0416
H -1.967 1.132 -0.931 0.0846
H -2.306 0.472 0.690 0.0615
H -2.496 -0.705 -0.571 0.0904
H 2.387 -1.292 1.547 -0.1651

---

Let's list energy relative to the best compared isomer or geometry (same formula, charge and spin) in order: 132.0 104.7 599.3 315.6 362.5 353.8 kJ/mol.
Let's list E in order: -1425.7537 -838.6163 -838.4279 -838.5359 -838.5181 -838.5214 Ha.